Record 1
# C22H28N4O

A single C22H28N4O molecule (ωB97M-V with the def2-TZVPD basis set, OMol25).

Each line ends with the Löwdin charge.
Geometry (Å):
O 3.469 0.375 -3.923  -0.057
N 2.403 0.448 3.606  0.035
N 1.298 -0.279 3.471  0.018
N 0.706 0.783 -3.139  -0.131
N 1.950 1.520 -0.538  -0.054
C 2.417 1.268 2.576  -0.105
C -0.721 -1.204 0.712  -0.024
C 2.576 1.115 -4.713  -0.230
C -0.613 0.202 -2.918  -0.196
C 1.305 1.061 1.740  -0.155
C 0.968 1.812 0.494  -0.187
C -0.635 -0.642 1.965  -0.107
C 1.928 2.397 -1.688  -0.210
C -2.924 -2.038 1.164  -0.027
C -1.867 -1.901 0.309  -0.065
C 1.060 -0.819 -4.988  -0.153
C 0.596 0.040 2.353  -0.182
C -1.735 -0.743 2.862  -0.104
C -1.741 -0.130 4.133  -0.025
C -3.975 -1.583 3.342  -0.034
C -0.307 -1.442 -4.749  -0.199
C -2.887 -1.464 2.451  -0.162
C 0.749 2.165 -2.656  -0.172
C 1.123 0.644 -4.536  -0.305
C -2.816 -0.257 4.969  -0.075
C -3.939 -1.001 4.576  -0.080
C -0.651 -1.277 -3.277  -0.194
H -0.177 2.388 -2.117  0.113
H -1.647 -1.670 -3.064  0.105
H 0.813 2.880 -3.486  0.119
H 3.210 1.976 2.449  0.108
H 2.667 2.189 -4.498  0.108
H 1.025 2.887 0.699  0.125
H 0.076 -1.819 -2.669  0.114
H -2.808 0.220 5.938  0.104
H -1.382 0.731 -3.510  0.133
H -0.070 1.576 0.201  0.111
H 1.886 3.429 -1.329  0.118
H -4.843 -2.143 3.022  0.111
H 2.879 2.266 -2.209  0.101
H 0.477 1.258 -5.195  0.155
H -1.059 -0.938 -5.361  0.114
H 2.881 0.957 -5.751  0.126
H -3.806 -2.587 0.866  0.112
H 1.317 -0.862 -6.048  0.120
H 0.121 -1.131 0.040  0.110
H -1.899 -2.339 -0.677  0.094
H 3.090 0.329 -3.036  0.071
H -0.294 -2.497 -5.029  0.110
H 1.816 -1.380 -4.436  0.121
H -0.862 0.323 -1.860  0.101
H -4.776 -1.097 5.252  0.103
H -0.893 0.464 4.438  0.110
H 1.083 -1.006 4.136  0.162
H 1.849 0.558 -0.849  0.101

2S+1: 1
LUMO level, eV: 0.2567
SMILES string: OC[C@H]1CCCCN1CCNCc1cn[nH]c1-c1cccc2ccccc12
E, Ha: -1149.3854
Kohn-Sham gap, eV: 8.52
HOMO level, eV: -8.27
Energy above the lowest of the compared OMol25 structures with the same formula, charge and spin, kcal per mole: 47.2

Record 2
# C22H28N4O4S

A single C22H28N4O4S molecule (ωB97M-V with the def2-TZVPD basis set, OMol25).

Each line ends with the Löwdin charge.
Geometry (Å):
S -1.976 3.454 0.312  0.666
O 2.211 -0.775 -0.772  0.073
O -3.349 3.497 -0.097  -0.280
O -1.426 4.574 1.016  -0.281
O -0.371 -1.027 -3.104  0.058
N 0.663 2.292 -3.048  -0.181
N -1.061 3.244 -1.065  -0.227
N 1.730 -0.161 -3.343  0.082
N 0.195 -1.894 -0.674  0.159
C -1.473 2.155 -1.917  -0.176
C -1.705 1.965 1.273  -0.272
C 0.739 -0.756 -2.673  -0.414
C -0.771 2.273 -3.266  -0.152
C 1.152 -1.147 -1.249  -0.374
C -0.920 -3.326 0.887  -0.032
C -0.391 0.729 2.835  -0.055
C 1.450 2.087 -4.244  -0.166
C -2.331 -0.270 1.825  -0.062
C 1.512 0.579 -4.559  -0.143
C -0.619 1.896 2.124  -0.059
C 1.126 -2.975 2.743  -0.239
C 0.369 3.294 -0.879  -0.182
C -0.972 -3.958 2.113  -0.045
C 0.037 -3.796 3.054  -0.257
C 2.232 -2.770 3.732  -0.037
C -1.250 -0.348 2.688  -0.074
C -0.045 -4.490 4.379  -0.046
C 0.164 -2.510 0.578  -0.222
C -2.560 0.893 1.108  -0.059
C 1.179 -2.340 1.512  0.024
C 1.034 3.438 -2.246  -0.158
H 0.014 2.763 2.234  0.114
H -1.712 -3.465 0.165  0.115
H 2.018 -1.710 1.266  0.107
H -0.955 -5.080 4.449  0.076
H -1.113 3.189 -3.778  0.134
H 0.714 4.389 -2.705  0.133
H 0.809 -5.153 4.518  0.084
H 2.989 -2.103 3.327  0.080
H 1.847 -2.340 4.656  0.083
H 0.453 0.661 3.505  0.109
H 2.703 -3.719 3.982  0.085
H 1.061 2.629 -5.120  0.126
H 2.543 0.068 -2.782  0.143
H 2.464 2.444 -4.047  0.118
H 0.738 2.372 -0.402  0.127
H 2.119 3.452 -2.118  0.124
H -2.555 2.225 -2.032  0.124
H -2.996 -1.114 1.717  0.107
H -3.401 0.997 0.442  0.114
H -1.079 -1.254 3.249  0.099
H -0.036 -3.768 5.195  0.082
H 2.316 0.376 -5.270  0.121
H -0.604 -2.055 -1.285  0.143
H -1.214 1.183 -1.467  0.120
H 0.582 4.151 -0.241  0.120
H -1.032 1.404 -3.871  0.116
H 0.567 0.226 -4.976  0.115
H -1.815 -4.592 2.346  0.112

2S+1: 1
LUMO level, eV: 0.4928
SMILES string: Cc1ccc(NC(=O)C(=O)NCCN2CCN(S(=O)(=O)c3ccccc3)CC2)cc1C
E, Ha: -1773.3574
Kohn-Sham gap, eV: 9.04
HOMO level, eV: -8.54
Energy above the lowest of the compared OMol25 structures with the same formula, charge and spin, kcal per mole: 23.3

Record 3
# C22H29B3Cl42N2O5S

A molecular structure, C22H29B3Cl42N2O5S at a distorted geometry (ωB97M-V with the def2-TZVPD basis set, OMol25).

Each line ends with the Löwdin charge.
Geometry (Å):
Cl 3.668 -1.111 -1.391  0.533
Cl -7.858 5.965 0.937  0.519
Cl -8.871 0.521 -4.191  0.497
Cl -7.985 7.274 3.529  0.512
Cl 3.388 -0.566 -4.231  0.529
Cl 3.535 -8.215 7.152  0.515
Cl -6.662 4.702 3.262  0.503
Cl -0.948 5.740 1.288  0.515
Cl -2.398 3.359 2.114  0.521
Cl 7.517 -0.137 -6.219  0.523
Cl 5.641 0.528 -2.759  0.516
Cl 12.192 -1.722 -0.272  0.522
Cl -6.231 1.217 -5.187  0.496
Cl 9.096 0.047 -3.785  0.478
Cl -13.101 4.110 -3.437  0.525
Cl -2.064 7.472 7.002  0.533
Cl 10.291 -3.339 -1.756  0.507
Cl 4.419 8.001 -0.451  0.522
Cl 0.331 -6.232 -2.160  0.630
Cl -3.271 3.068 -9.015  0.525
Cl 8.408 -2.557 -4.882  0.525
Cl 3.277 -5.450 8.015  0.515
Cl -4.325 -2.008 -0.649  0.593
Cl 3.009 5.615 0.425  0.686
Cl -11.583 1.658 -3.795  0.487
Cl 9.610 1.570 -1.274  0.494
Cl 1.542 8.086 -0.029  0.507
Cl 1.393 -7.451 8.963  0.515
Cl -6.561 -1.075 -3.435  0.569
Cl 1.431 -8.870 -1.639  0.537
Cl -4.051 3.481 -6.247  0.511
Cl 2.117 -7.470 -4.090  0.534
Cl -3.021 0.604 -0.729  0.556
Cl -3.834 5.838 1.620  0.503
Cl -10.233 4.228 -3.888  0.523
Cl -5.894 0.421 -0.354  0.528
Cl -4.679 7.478 5.737  0.528
Cl 12.870 -2.697 -2.926  0.529
Cl -4.010 0.793 -7.364  0.494
Cl 8.916 -0.694 0.411  0.519
Cl 8.773 2.004 1.474  0.540
Cl -2.280 7.405 4.104  0.593
S 0.369 2.132 0.426  0.890
O -0.974 -4.081 0.179  0.216
O -1.713 -6.248 0.877  0.212
O -2.289 -4.385 2.284  0.268
O 2.001 3.090 -1.686  0.007
O 0.464 -6.391 4.937  -0.104
N 3.907 3.488 -0.584  -0.070
N 2.984 2.977 0.288  -0.047
C 3.937 0.072 -2.677  -1.544
C -1.789 -1.966 1.373  -0.119
C -1.519 -6.686 3.423  -0.020
C -0.395 -1.521 2.016  -0.189
C 0.855 0.456 1.029  -0.447
C 9.627 0.921 0.372  -1.537
C 1.856 2.764 -0.368  -0.650
C 0.858 -7.757 -2.885  -1.507
C -7.304 -0.105 -4.714  -1.490
C -3.250 2.389 -7.384  -1.533
C -11.726 3.359 -4.254  -1.535
C -0.244 0.040 2.100  -0.237
C -3.000 8.007 5.602  -1.508
C -0.887 -5.958 4.676  -0.217
C 3.072 7.378 0.512  -1.502
C 3.291 3.555 -1.752  -0.210
C -7.981 5.721 2.683  -1.542
C -4.484 -0.309 -1.127  -1.543
C 8.806 -0.880 -5.265  -1.521
C -2.327 5.124 2.206  -1.585
C 11.568 -2.126 -1.876  -1.557
C 2.405 -6.934 7.609  -1.550
B -0.661 -5.449 0.351  -0.421
B -1.873 -5.727 2.198  -0.481
B -1.703 -3.569 1.286  -0.512
H 3.232 7.665 1.546  0.014
H -8.919 5.218 2.892  0.013
H 3.689 3.927 -2.713  0.150
H -0.335 -2.032 3.012  0.117
H -1.803 -1.549 0.338  0.044
H 0.844 -0.253 0.167  0.070
H 10.659 0.846 0.696  -0.001
H -2.216 2.277 -7.075  0.014
H -2.418 -7.301 3.661  0.122
H 1.005 -6.283 4.140  0.094
H 9.715 -0.872 -5.856  0.016
H -2.198 5.405 3.248  -0.090
H -7.461 -0.742 -5.578  0.018
H 1.761 -6.729 6.761  -0.029
H -11.897 3.409 -5.324  0.015
H -1.181 0.601 1.884  0.056
H 1.849 0.528 1.520  0.087
H -0.731 -7.394 3.047  0.126
H -2.646 -1.617 1.992  0.114
H -4.623 -0.270 -2.199  -0.065
H 11.145 -1.228 -2.315  -0.040
H 3.357 0.960 -2.449  -0.023
H 0.007 -8.210 -3.382  0.018
H -1.467 -6.308 5.565  0.127
H -2.984 9.092 5.576  0.016
H 0.391 -1.960 1.347  0.111
H -0.904 -4.848 4.584  0.118
H 0.409 -5.882 0.141  0.052
H 0.197 0.281 3.095  0.115

2S+1: 1
LUMO level, eV: 0.0158
E, Ha: -21142.2963
Kohn-Sham gap, eV: 9.33
HOMO level, eV: -9.31